{
  "formula": "C89H193N13O14S",
  "method": "wB97M-V/def2-TZVPD",
  "elements": ["C", "C", "S", "H", "H", "O", "C", "H", "C", "H", "H", "H", "H", "H", "H", "H", "C", "H", "C", "H", "H", "H", "C", "H", "H", "H", "C", "H", "H", "C", "H", "C", "H", "H", "H", "C", "O", "H", "C", "H", "H", "H", "H", "H", "C", "C", "H", "C", "H", "H", "H", "N", "H", "C", "H", "H", "H", "H", "H", "C", "C", "C", "C", "H", "C", "O", "H", "H", "H", "C", "C", "H", "H", "H", "C", "N", "N", "O", "O", "C", "H", "H", "H", "H", "H", "H", "H", "H", "H", "C", "C", "C", "H", "H", "H", "H", "C", "C", "C", "H", "C", "H", "C", "H", "C", "H", "H", "H", "C", "H", "H", "H", "C", "H", "H", "H", "O", "H", "H", "N", "C", "H", "H", "H", "N", "H", "H", "H", "H", "H", "H", "H", "C", "C", "H", "H", "H", "C", "H", "H", "H", "H", "H", "H", "H", "H", "C", "N", "H", "N", "H", "H", "C", "H", "H", "H", "H", "C", "H", "C", "C", "C", "C", "H", "C", "H", "H", "H", "H", "C", "O", "O", "H", "H", "H", "N", "H", "H", "H", "H", "H", "C", "C", "H", "H", "C", "H", "H", "H", "H", "N", "N", "H", "H", "C", "H", "H", "H", "C", "C", "H", "H", "H", "C", "C", "H", "C", "H", "C", "H", "C", "C", "H", "H", "H", "H", "H", "H", "H", "C", "H", "H", "H", "H", "O", "H", "C", "C", "H", "H", "H", "H", "H", "H", "H", "H", "H", "H", "H", "H", "H", "O", "H", "C", "N", "H", "H", "H", "C", "H", "H", "H", "O", "C", "H", "C", "C", "H", "H", "C", "H", "C", "H", "H", "H", "H", "N", "C", "H", "H", "C", "C", "H", "H", "H", "H", "N", "O", "O", "H", "H", "H", "H", "C", "C", "C", "C", "H", "H", "C", "H", "H", "C", "H", "C", "H", "H", "C", "C", "H", "C", "C", "C", "H", "O", "C", "C", "C", "H", "H"],
  "xyz": [[24.212, 15.968, 15.169], [26.236, 18.607, 8.884], [22.626, 22.287, 16.887], [23.345, 20.296, 15.667], [12.009, 13.011, 13.887], [15.557, 13.426, 12.919], [16.607, 16.248, 17.534], [15.673, 19.572, 8.432], [19.088, 14.324, 19.752], [23.622, 17.923, 15.960], [10.588, 22.083, 13.985], [26.302, 16.118, 15.640], [21.163, 21.007, 12.398], [22.114, 12.735, 17.880], [15.663, 26.924, 10.680], [10.005, 23.572, 15.805], [21.896, 13.602, 17.256], [25.329, 16.160, 13.388], [13.670, 21.718, 16.673], [12.784, 23.949, 9.197], [20.230, 17.798, 14.076], [12.295, 14.667, 12.025], [17.333, 10.949, 13.404], [16.107, 22.109, 14.769], [19.756, 14.926, 12.749], [17.428, 18.274, 10.923], [11.638, 15.491, 12.304], [20.106, 18.052, 12.333], [19.328, 15.533, 17.057], [10.409, 23.746, 16.802], [14.936, 16.009, 15.001], [11.670, 24.545, 10.934], [20.564, 25.113, 20.021], [15.680, 22.830, 9.689], [16.972, 16.178, 21.725], [23.020, 18.270, 9.661], [17.229, 20.794, 7.909], [25.981, 18.241, 12.390], [12.274, 20.990, 11.959], [24.686, 18.045, 14.690], [22.556, 23.423, 14.099], [12.385, 16.995, 10.935], [23.584, 20.380, 7.599], [10.757, 26.297, 12.763], [23.752, 23.286, 17.879], [19.650, 19.859, 13.562], [9.562, 15.741, 15.267], [17.755, 18.466, 17.865], [22.521, 22.386, 10.575], [12.004, 20.556, 12.922], [16.282, 24.624, 14.282], [15.115, 18.763, 8.663], [14.129, 16.309, 12.458], [16.770, 28.101, 12.248], [17.038, 25.607, 16.271], [23.909, 17.752, 11.506], [16.643, 27.289, 16.137], [16.269, 29.969, 11.228], [16.724, 25.206, 11.826], [17.460, 26.516, 14.291], [20.103, 20.754, 12.419], [24.256, 17.818, 10.475], [9.890, 15.908, 14.241], [22.210, 27.380, 12.942], [17.223, 12.234, 14.246], [11.690, 21.609, 15.332], [15.612, 23.502, 8.112], [25.503, 16.786, 16.864], [24.592, 12.819, 15.139], [17.378, 26.544, 15.830], [17.629, 15.331, 21.528], [15.675, 14.368, 17.620], [9.131, 21.027, 10.598], [13.376, 23.830, 12.558], [18.621, 12.549, 14.846], [12.404, 15.620, 14.622], [22.990, 15.317, 15.722], [19.200, 17.255, 20.115], [17.388, 24.690, 19.186], [25.619, 14.594, 16.922], [13.530, 17.842, 7.478], [23.172, 17.683, 14.207], [16.422, 15.955, 13.012], [17.882, 18.970, 9.529], [15.259, 19.901, 13.363], [22.798, 27.708, 11.393], [12.673, 20.206, 11.315], [24.657, 20.872, 16.738], [10.122, 25.054, 13.853], [23.852, 17.425, 15.018], [11.247, 15.186, 13.849], [25.444, 18.790, 10.273], [14.357, 22.446, 17.105], [19.442, 21.763, 7.408], [20.571, 13.298, 14.373], [24.734, 22.853, 18.073], [13.455, 17.058, 12.873], [16.679, 14.611, 19.417], [15.728, 27.078, 11.757], [16.596, 30.166, 12.811], [18.150, 13.559, 11.238], [10.848, 25.016, 10.395], [10.314, 25.302, 12.809], [10.488, 19.917, 10.260], [14.443, 16.978, 15.079], [11.527, 18.543, 14.300], [24.621, 13.011, 17.653], [27.196, 18.986, 11.554], [11.188, 24.156, 12.271], [18.913, 14.160, 10.742], [23.466, 21.575, 11.848], [27.196, 19.122, 8.841], [18.985, 14.500, 13.392], [17.891, 22.309, 14.885], [10.402, 24.829, 16.926], [18.894, 16.913, 16.047], [26.233, 21.081, 10.160], [15.267, 25.968, 14.280], [20.710, 25.723, 18.282], [18.172, 16.616, 19.493], [16.214, 25.627, 13.861], [19.900, 12.525, 13.061], [24.598, 21.817, 8.161], [22.276, 17.478, 9.751], [10.506, 22.843, 12.185], [12.404, 23.369, 13.983], [18.350, 12.500, 11.401], [19.309, 26.052, 19.205], [17.766, 17.262, 9.739], [17.081, 18.345, 13.538], [18.700, 17.822, 20.707], [15.293, 11.508, 15.137], [22.422, 24.205, 13.351], [23.728, 21.181, 8.324], [26.203, 13.873, 16.350], [16.745, 13.534, 19.569], [19.649, 22.592, 13.338], [18.799, 26.042, 13.798], [18.804, 15.163, 14.237], [26.732, 17.298, 11.099], [21.447, 14.369, 17.886], [24.014, 14.544, 18.342], [20.024, 22.016, 8.980], [15.043, 29.474, 12.344], [10.717, 13.422, 15.054], [17.773, 23.115, 12.735], [19.482, 22.527, 8.184], [18.168, 19.718, 13.420], [19.317, 25.265, 14.361], [16.785, 13.480, 13.485], [21.396, 18.627, 13.096], [9.721, 23.482, 17.606], [25.414, 15.901, 16.234], [13.241, 14.660, 15.907], [21.703, 24.834, 13.876], [14.885, 21.834, 8.551], [14.766, 27.469, 12.088], [10.070, 20.624, 10.977], [26.252, 21.655, 10.929], [16.252, 11.920, 15.451], [17.235, 20.962, 13.267], [17.092, 15.586, 12.236], [23.161, 13.963, 16.408], [17.904, 16.276, 12.008], [23.537, 12.884, 15.404], [10.363, 13.151, 13.471], [24.218, 22.700, 10.666], [23.373, 18.368, 8.634], [22.486, 19.663, 11.261], [17.905, 15.262, 19.975], [17.634, 18.773, 14.196], [21.423, 21.918, 17.746], [21.985, 23.632, 12.534], [17.502, 14.314, 17.460], [23.308, 23.453, 18.861], [19.430, 24.073, 18.625], [20.086, 17.055, 17.345], [26.384, 17.557, 8.634], [15.773, 14.963, 19.910], [26.274, 14.718, 17.784], [18.810, 28.435, 12.010], [12.456, 23.496, 10.133], [15.713, 17.950, 9.495], [12.713, 24.996, 13.677], [13.814, 18.067, 12.671], [23.828, 20.718, 9.860], [19.542, 26.833, 13.895], [16.104, 20.011, 11.787], [18.701, 28.831, 14.293], [14.287, 17.111, 16.150], [23.689, 24.867, 13.081], [11.681, 23.161, 17.009], [9.065, 15.495, 13.660], [19.476, 19.985, 15.765], [20.080, 25.295, 19.062], [19.357, 14.206, 18.702], [16.848, 18.954, 18.221], [17.371, 13.569, 10.476], [20.326, 18.540, 13.283], [18.150, 23.867, 18.679], [24.489, 16.790, 10.199], [16.522, 15.618, 11.308], [13.376, 19.610, 7.796], [17.924, 16.981, 18.057], [26.377, 18.290, 11.376], [12.347, 25.392, 11.047], [12.241, 22.212, 16.259], [17.335, 10.055, 14.029], [15.869, 25.658, 12.330], [20.138, 23.487, 18.208], [23.475, 21.916, 10.813], [17.201, 18.186, 9.861], [9.314, 25.449, 12.402], [17.753, 18.676, 16.796], [13.077, 18.383, 9.000], [18.350, 26.992, 11.031], [15.742, 16.792, 17.913], [17.990, 28.640, 10.457], [11.527, 17.678, 12.298], [12.493, 24.068, 13.151], [17.945, 23.920, 8.523], [14.973, 25.042, 12.249], [20.005, 14.650, 20.242], [21.833, 26.122, 11.697], [21.928, 15.374, 14.906], [10.649, 22.638, 9.465], [19.606, 13.181, 13.880], [12.349, 18.158, 14.904], [19.814, 22.728, 11.560], [16.989, 14.539, 21.916], [22.951, 12.926, 14.486], [18.329, 13.168, 15.694], [14.075, 21.251, 15.775], [12.027, 21.463, 9.445], [13.521, 20.907, 17.386], [17.438, 23.092, 16.944], [24.562, 24.387, 13.246], [16.618, 16.423, 16.459], [10.680, 15.353, 11.802], [17.518, 22.081, 11.350], [21.055, 13.308, 16.629], [24.870, 26.676, 12.485], [17.140, 20.905, 15.465], [12.228, 16.895, 12.009], [25.097, 20.245, 10.404], [21.653, 19.830, 9.809], [16.729, 11.259, 16.175], [18.549, 19.123, 18.220], [24.599, 15.440, 13.758], [23.781, 15.351, 13.043], [22.869, 21.839, 8.192], [9.733, 20.139, 11.893], [17.755, 28.888, 14.446], [20.079, 20.398, 14.956], [25.760, 18.971, 7.973], [17.904, 22.097, 12.369], [11.546, 22.286, 9.974], [18.913, 13.358, 20.225], [16.436, 10.895, 12.788], [18.071, 28.001, 11.336], [20.049, 23.370, 7.788], [17.101, 21.969, 8.309], [25.036, 14.442, 13.759], [15.064, 14.019, 13.490], [18.455, 15.483, 22.223], [18.605, 22.017, 17.811], [18.069, 22.924, 8.407], [23.581, 20.722, 16.643], [12.316, 23.519, 17.708], [23.917, 24.266, 17.431], [11.067, 21.743, 11.363], [16.635, 14.794, 17.913], [19.087, 11.619, 15.172], [18.271, 10.985, 12.850], [12.952, 19.066, 14.923], [16.879, 22.191, 18.419], [17.207, 27.838, 13.722], [15.155, 17.065, 10.051], [12.432, 15.172, 15.971], [19.846, 20.348, 11.440], [23.362, 19.828, 17.227], [15.087, 17.819, 14.823], [23.383, 11.856, 15.731], [11.134, 13.635, 14.070], [15.853, 20.538, 12.708], [22.549, 26.869, 12.041], [13.736, 18.653, 8.175], [21.201, 15.642, 15.474], [9.843, 16.976, 14.029], [13.098, 16.907, 14.362], [18.839, 25.830, 12.730], [20.170, 21.479, 15.068], [23.810, 26.116, 12.551], [15.882, 12.830, 15.924], [17.076, 21.625, 14.649], [21.120, 20.130, 15.134], [13.374, 23.180, 10.629], [24.340, 14.040, 17.432], [17.700, 14.234, 12.565], [18.339, 26.699, 16.321], [22.663, 19.667, 10.185], [15.701, 22.551, 8.636], [17.720, 22.647, 17.898], [13.122, 21.652, 12.129], [9.916, 22.411, 13.383], [19.438, 22.116, 12.380], [19.133, 16.606, 17.065], [16.117, 29.430, 12.164], [12.009, 17.957, 15.920], [15.288, 21.453, 12.529]],
  "atomic_forces_ev_per_a": [[-0.642, -0.355, 0.440], [-0.719, -0.456, 0.142], [-0.855, -1.469, 0.333], [0.106, 0.709, -0.440], [0.425, 0.586, 0.152], [-2.034, -0.782, -0.479], [1.933, 1.288, 0.505], [-0.046, 0.060, -0.641], [0.898, -0.239, 0.272], [-0.720, -0.443, 0.081], [0.744, -0.223, 0.465], [0.201, -0.241, -0.524], [0.286, -0.710, 0.393], [0.140, 0.020, 0.033], [0.340, 0.721, -0.165], [0.071, -0.483, 0.206], [-0.141, -0.220, -1.069], [0.100, -0.203, -0.366], [-1.173, 0.066, -0.414], [-0.188, -0.150, -0.252], [-0.206, 0.010, 0.057], [0.262, 0.230, -0.246], [-0.410, 0.648, 0.036], [0.053, 0.336, -0.160], [-0.250, 0.608, -0.159], [-1.185, 0.145, 0.595], [-1.274, -0.040, 1.566], [-1.104, 0.131, -0.054], [-0.180, -0.188, -0.042], [-1.383, 1.123, 0.399], [0.532, 0.045, -0.319], [1.063, 1.007, -1.713], [0.398, 0.312, -0.162], [0.206, 0.036, 0.243], [-0.033, 0.454, -0.293], [1.710, 0.074, 0.879], [0.621, 2.122, 1.067], [-0.847, -0.169, -0.192], [0.262, 0.570, 0.791], [0.866, -0.354, -0.083], [0.515, -0.062, 0.129], [0.396, -0.008, 0.060], [0.532, -0.090, 0.150], [0.610, -0.276, -0.044], [0.574, 0.210, 0.781], [-0.694, 0.580, -0.101], [0.521, 0.025, 0.233], [-0.127, 1.455, -0.442], [-0.226, -0.168, -0.095], [0.091, -0.133, 0.081], [0.490, -0.283, -0.422], [-0.559, 2.030, -2.028], [0.643, 0.068, 0.650], [1.754, -1.712, 0.060], [-0.101, -0.306, -0.407], [0.420, 0.318, 0.289], [0.257, 0.123, 0.053], [-0.054, -0.621, -0.610], [-0.127, -0.521, -0.368], [-2.078, -0.457, 0.007], [-0.519, 1.648, -0.949], [-1.519, 0.782, -1.397], [0.108, -0.725, -0.493], [-0.633, -0.190, 0.154], [0.020, -0.237, -0.051], [0.089, 0.626, 0.573], [-0.545, -0.253, -0.329], [-1.111, -0.146, 0.573], [0.060, 0.714, -0.043], [0.087, 0.124, 0.130], [-0.536, 0.849, 0.062], [0.244, -0.472, -0.624], [0.111, 0.263, -0.416], [-0.180, -0.227, 0.105], [-0.741, -0.584, -0.433], [1.231, 0.280, -1.195], [3.048, -0.800, 3.932], [0.953, 0.409, 0.419], [-0.310, -0.544, -0.036], [0.745, 0.452, 0.531], [0.630, 0.153, -0.420], [-0.735, -0.503, 0.372], [0.304, 0.166, 0.223], [-0.805, 0.311, -1.094], [0.178, -0.042, 0.160], [0.193, -0.674, -0.413], [-0.383, -0.174, -0.181], [-0.042, 0.302, -0.235], [0.010, 0.308, 0.243], [0.700, 1.653, -0.441], [0.268, 0.282, -0.537], [1.311, -0.162, -0.871], [-0.158, 0.145, -0.104], [0.137, 0.072, -0.229], [-0.086, 0.555, 0.255], [-0.091, -0.293, -0.268], [-1.131, -0.087, -0.996], [-0.093, 0.063, -1.141], [-0.856, -1.110, 1.559], [-0.059, -0.238, 0.557], [-1.366, -0.153, 0.054], [-0.214, -0.572, -0.612], [-0.767, -0.666, 1.082], [0.124, 0.076, 0.211], [-0.372, -1.019, 1.330], [-0.441, -0.624, -0.020], [-0.671, -0.261, 0.546], [0.530, -0.164, -0.585], [1.214, -0.709, 1.234], [0.580, -0.363, 0.398], [0.106, -0.005, -0.053], [0.037, -0.113, 0.646], [0.987, -1.098, -0.537], [-0.088, 0.283, -0.278], [0.688, 0.219, -0.237], [-0.122, 0.094, -0.019], [-0.855, -0.514, -0.591], [0.312, 0.726, 0.745], [0.452, -0.419, 0.120], [-3.387, -0.740, -2.362], [-0.041, 0.745, -1.111], [-0.565, -0.144, -0.263], [0.175, -0.326, -0.519], [-0.423, 0.418, -0.146], [-0.626, 0.079, -1.136], [-0.076, -0.337, -0.327], [0.704, 0.243, -0.208], [-0.062, -0.079, 0.275], [-0.302, -0.326, -0.756], [-0.278, -0.983, 0.374], [0.480, 0.404, 0.327], [0.216, -0.618, -0.403], [0.229, -0.867, 0.832], [0.316, 0.108, 1.786], [-0.399, -0.017, -0.593], [0.009, 0.018, 0.461], [0.564, 0.456, -0.063], [1.371, -0.292, -0.243], [-0.168, 0.072, 0.031], [0.218, 0.116, 0.076], [0.752, 0.439, 0.065], [-0.018, 0.071, -0.007], [-0.369, 0.453, 0.635], [0.123, -0.375, 0.289], [0.543, 0.189, 0.367], [-1.338, -0.151, 0.254], [-0.670, -0.428, -1.191], [1.304, 3.755, -3.702], [-0.576, -0.627, 0.050], [2.991, 0.127, 1.089], [0.338, 0.673, 0.650], [-0.305, -0.686, -0.295], [0.256, 0.652, -2.351], [-0.026, -0.337, 0.643], [-0.071, 0.387, -0.574], [0.138, 0.186, -0.677], [-0.218, -0.126, -0.092], [-1.092, 0.917, 1.286], [0.053, -0.009, 0.186], [-0.369, 1.007, -1.137], [1.359, 0.662, 1.520], [-0.328, 0.149, -0.718], [0.447, 0.883, 0.386], [0.141, 0.248, 0.487], [-0.393, -1.248, -0.650], [-0.164, 0.486, -0.685], [0.132, 0.139, 0.241], [-0.453, -0.173, -0.301], [0.404, -0.293, 0.178], [1.381, -0.335, 2.564], [-1.289, -1.493, 1.623], [1.021, 0.680, -0.576], [-0.130, 0.582, -0.434], [-0.317, -0.282, -0.202], [-0.311, -0.164, -0.075], [4.168, 1.228, -0.266], [-0.091, 0.346, 0.263], [0.233, -0.207, 0.424], [-0.093, 0.216, -0.163], [0.081, 0.306, 0.183], [0.639, -0.107, -0.501], [-0.753, -0.100, 0.172], [2.502, 1.049, 1.053], [-0.089, 0.462, -0.298], [0.547, -0.001, 0.331], [-2.568, 0.822, 0.036], [-0.069, 0.584, 0.131], [-0.586, -0.021, -0.289], [0.630, 0.267, 0.000], [-0.161, -0.070, 0.151], [-0.899, -0.125, -0.127], [1.528, 0.091, 0.152], [0.059, -0.267, -0.305], [0.013, 0.022, -0.069], [-1.260, 0.532, 0.392], [-0.276, -0.223, -0.028], [-0.365, -0.548, 0.407], [-0.543, -0.008, 0.255], [0.696, -1.407, -0.010], [-2.200, 0.325, -0.149], [0.624, 0.112, -0.137], [-0.291, -0.420, 0.126], [0.317, -0.096, -0.181], [0.860, -0.841, -0.311], [1.057, 1.122, 0.472], [0.128, 0.231, 0.378], [1.012, -1.770, -0.389], [0.105, 0.080, 0.177], [1.676, -0.100, 1.351], [-0.767, -1.028, -0.153], [0.318, 0.128, -1.198], [1.309, -0.259, 0.638], [0.050, -0.605, -0.597], [-0.140, -0.191, -0.235], [0.052, 0.187, 0.356], [-0.122, 0.033, 0.206], [-0.082, -0.183, 0.303], [-0.042, -0.094, -0.070], [-0.414, -0.048, -0.125], [-0.413, 0.191, 0.797], [-0.790, -0.477, 0.236], [0.097, 0.148, -0.628], [-0.028, 0.540, 0.039], [-0.323, 0.594, -0.257], [-1.537, -0.369, -1.954], [-0.059, -0.270, -0.385], [-0.508, 0.594, 0.652], [-0.389, 0.261, -0.471], [0.066, 0.097, 0.043], [0.432, -0.638, -0.326], [0.005, 0.368, -0.114], [0.910, 0.358, 0.238], [0.172, 0.208, 0.078], [-0.161, -0.004, -0.128], [-0.003, 0.008, 0.140], [-0.214, -0.509, -0.168], [-0.169, 0.129, 0.111], [-0.029, -0.238, -0.070], [0.062, -0.049, -0.388], [-0.053, -0.304, -0.170], [0.026, -0.204, -0.360], [1.508, 0.292, -0.015], [-0.210, -0.405, -0.062], [-1.081, -1.011, 0.673], [-0.451, -2.021, 0.978], [0.211, 1.243, -0.556], [0.005, 0.074, -0.069], [0.439, -0.465, 0.371], [0.547, -0.113, 0.506], [-0.329, 0.444, 0.287], [-0.193, -0.011, 0.300], [0.280, -0.490, 0.013], [0.067, 0.036, -0.552], [0.760, -0.113, -0.289], [-0.754, 0.362, 0.303], [0.313, -0.840, -0.419], [-0.283, 0.858, 0.764], [-0.273, -0.204, -0.283], [0.238, -0.147, -0.444], [-0.870, 1.014, 1.073], [-0.036, -0.009, 0.246], [-2.025, -0.106, -0.755], [0.270, 0.115, 0.262], [-0.667, 0.074, -0.210], [0.402, -0.271, -0.416], [-0.388, -0.422, -0.296], [2.202, -1.351, 0.151], [0.362, -0.376, -0.280], [-0.414, 0.249, 0.036], [-0.223, -0.125, -0.286], [1.094, -0.678, -1.461], [-1.172, 0.378, 0.164], [-0.396, -0.193, 0.495], [-0.274, -0.250, -0.368], [0.656, -0.200, 0.209], [0.067, -0.206, -0.342], [-2.699, -0.343, -1.009], [-1.681, -2.896, 1.291], [-0.017, 0.663, -0.394], [0.168, -0.834, 0.053], [-0.578, 0.677, 1.045], [-0.087, -0.152, -0.607], [-0.442, -0.023, 0.663], [-1.310, 0.262, -0.051], [1.504, 0.172, -0.031], [0.724, -0.897, 1.400], [-0.180, -0.297, 1.146], [-0.290, 0.258, 0.005], [0.501, 0.016, 0.083], [0.276, 1.285, 0.274], [-0.255, -0.396, 0.061], [-0.778, 0.184, -0.216], [-1.030, 0.805, -0.807], [0.682, 0.289, 0.317], [-0.001, -0.550, 0.599], [0.069, -0.579, 0.079], [0.064, 0.204, 0.264], [-0.853, -0.810, -0.317], [1.068, -0.261, 0.797], [0.067, 0.521, -0.091], [0.629, -0.892, -0.456], [1.067, -0.135, 0.763], [0.104, 0.685, 0.779], [-0.078, 0.118, 0.157], [-0.517, 0.364, -0.612], [-0.649, -0.563, 1.171], [-0.536, -0.389, 0.792], [0.348, 2.520, -0.019], [-0.117, 0.018, -0.021], [-0.037, -0.078, -0.223]],
  "total_charge": 0,
  "mol_weight_g_mol": 1701.7,
  "fmax_ha_per_bohr": 0.106,
  "lumo_ha": -0.0058,
  "orbital_gap_ha": 0.2821,
  "energy_ha": -5669.70853
}